1.
ORCA calculation (the ωB97M-V functional and the def2-TZVPD basis) on 2 unconnected molecules or ions with the total composition C6H11NOS at a distorted geometry.

Properties
ΔE to the lowest compared entry with this formula, charge and spin	323.8	kJ/mol
max |F|	4.031	eV/Å
DFT total energy	-763.28313	Eh
HOMO energy (alpha / beta)	-8.61 / -8.61	eV
LUMO (alpha / beta)	0.272 / 0.272	eV
total charge	0
Kohn-Sham gap (alpha / beta)	8.9 / 8.9	eV

```
20
Properties=species:S:1:pos:R:3:mulliken_charge:R:1
C -0.7659 1.5853 -0.5525 -0.069
C -0.6232 0.3180 -0.1288 0.044
C -1.7395 -0.6309 0.1525 0.156
C 0.3355 2.7159 -0.8072 -1.247
C 1.1273 -1.9450 -1.0145 -1.196
C 1.3444 -0.6981 -0.2692 0.033
N -1.5562 -1.1758 1.4113 -0.340
O -2.7578 -0.7989 -0.4674 -0.589
S 1.7154 -0.9695 1.5006 -0.242
H -1.7696 1.8876 -0.7881 0.427
H 1.2804 2.3222 -0.5169 0.325
H 0.0572 3.6931 -0.4318 0.357
H 0.3780 2.8574 -1.8694 0.326
H 0.4063 -2.5648 -0.4908 0.325
H 0.7671 -1.7649 -1.9541 0.401
H 2.1083 -2.6283 -1.2019 0.291
H 1.7421 0.1712 -0.7921 0.334
H -0.6405 -1.5227 1.7337 0.192
H -2.3265 -1.8403 1.6948 0.261
H 1.0639 0.1544 1.7803 0.210
```


2.
ORCA calculation (the ωB97M-V functional and the def2-TZVPD basis) on a molecular structure, C20H23Cl4N7O5S2Sn at a distorted geometry.

Properties
ΔE to the lowest compared entry with this formula, charge and spin	26.4	kJ/mol
max |F|	1.772	eV/Å
DFT total energy	-4386.22484	Eh
HOMO energy (alpha / beta)	-14.09 / -13.99	eV
LUMO (alpha / beta)	-8.991 / -8.912	eV
total charge	+2
Kohn-Sham gap (alpha / beta)	5.1 / 5.1	eV

```
62
Properties=species:S:1:pos:R:3:mulliken_charge:R:1
Sn -1.7191 0.7956 -0.0123 1.176
N -2.9304 3.3199 1.0358 -0.495
N -3.1723 4.2397 0.0078 -0.158
C -3.0153 3.8962 -1.2809 0.573
N -3.2148 4.7931 -2.2270 -0.348
N -2.6651 2.6177 -1.4614 -0.269
N -2.2488 2.1143 -2.6352 1.308
O -1.8917 0.9182 -2.5236 -0.656
O -2.1979 2.7355 -3.6765 -0.660
H -3.7681 3.2159 1.5916 0.281
H -2.1870 3.6724 1.6259 0.279
H -3.4588 5.1751 0.2380 0.149
H -3.4871 5.7385 -2.0116 0.192
H -3.0744 4.5313 -3.1872 0.193
Cl -1.3993 -1.8062 -1.1183 -0.051
C -2.9281 -2.5002 -1.5440 0.515
C -2.9235 -3.6273 -2.3073 -0.693
C -4.1443 -4.2026 -2.6967 -0.408
C -5.3505 -3.6502 -2.3000 -0.645
C -5.3657 -2.5248 -1.5016 0.322
Cl -6.8627 -1.8897 -1.0040 -0.129
C -4.1410 -1.8886 -1.1009 0.271
S -4.2145 -0.4929 -0.1537 -0.111
H -1.9843 -4.0710 -2.6118 0.486
H -4.1360 -5.0915 -3.3149 0.412
H -6.2905 -4.0853 -2.6143 0.469
C 3.0308 -3.8537 0.9801 -1.248
C 1.5458 -3.5440 0.7974 0.039
C 0.8897 -3.0177 2.0704 -0.875
N 1.3761 -1.6671 2.4021 -0.151
C 0.6755 -0.5594 2.4836 0.543
S -1.0719 -0.5831 2.4009 -0.311
N 1.2783 0.6219 2.7064 0.112
C 2.6931 0.9964 2.7120 -0.177
O 2.9976 1.8629 3.4721 -0.518
C 3.6193 0.3286 1.7590 0.144
C 4.9729 0.3213 2.0833 -0.461
C 5.8969 -0.2093 1.1966 -0.721
C 5.4756 -0.7060 -0.0277 -0.455
C 4.1289 -0.6631 -0.3732 -1.103
C 3.2025 -0.1525 0.5158 0.537
H 3.4371 -4.3085 0.0769 0.364
H 3.1777 -4.5568 1.8028 0.365
H 3.6193 -2.9547 1.1788 0.255
H 1.0222 -4.4587 0.5117 0.398
H 1.4073 -2.8138 -0.0063 0.000
H 1.1251 -3.6790 2.9053 0.340
H -0.1876 -2.9712 1.9632 0.398
H 2.3827 -1.5863 2.5043 0.316
H 0.6873 1.3537 3.0706 0.297
H 5.2892 0.7394 3.0315 0.493
H 6.9473 -0.2136 1.4547 0.453
H 6.2009 -1.1044 -0.7265 0.442
H 3.8077 -1.0257 -1.3439 0.463
H 2.1639 -0.0785 0.2256 0.717
Cl 0.6020 5.6511 -0.1439 -0.161
C 0.9678 4.2339 -1.1456 0.504
Cl 2.4810 4.3866 -1.9984 -0.130
C 0.9799 3.0030 -0.1751 0.035
O 1.9547 2.7988 0.5055 -0.489
O -0.1685 2.3750 -0.2292 -0.393
H 0.1631 4.1011 -1.8565 -0.025
```


3.
ORCA calculation (the ωB97M-V functional and the def2-TZVPD basis) on a molecular structure, C25H40BrCdCl3N3O3Si at a distorted geometry.

Properties
ΔE to the lowest compared entry with this formula, charge and spin	0.0	kJ/mol
max |F|	2.179	eV/Å
DFT total energy	-5778.64576	Eh
HOMO energy	-5.93	eV
LUMO	2.378	eV
total charge	-1
Kohn-Sham gap	8.3	eV

```
77
Properties=species:S:1:pos:R:3:mulliken_charge:R:1
C -2.9949 5.5255 -4.8002 -0.830
C -2.5454 5.2471 -6.1793 0.224
H -2.7984 6.5637 -4.5216 0.340
H -2.4764 4.8848 -4.0447 -0.381
H -4.0638 5.3123 -4.6844 0.293
C -2.3952 6.2026 -7.1120 0.203
C -2.7155 7.6380 -6.9068 -1.501
H -2.0823 5.9277 -8.1164 0.256
H -2.3172 8.0456 -5.9697 0.363
H -3.7966 7.8333 -6.9425 0.275
H -2.2593 8.1868 -7.7347 0.383
Cd -1.9162 1.7037 -1.7382 1.119
Cl -2.8591 -0.4881 -1.4776 -0.671
Cl -2.7975 3.7468 -2.5105 -0.554
C -0.0867 -1.4847 -3.3722 0.053
O 0.5663 -0.6547 -2.7222 -0.447
N 0.3977 -2.0710 -4.4965 0.220
C 1.7787 -1.7737 -4.8666 -0.785
C -0.4590 -2.7367 -5.4806 -0.860
H -1.1039 -1.8246 -3.0597 0.271
H 2.3940 -1.7188 -3.9637 0.240
H 1.8699 -0.8408 -5.4381 0.147
H 2.1687 -2.5438 -5.5278 0.388
H -1.3631 -3.1328 -4.9878 0.304
H 0.0986 -3.5531 -5.9584 0.309
H -0.7371 -2.0289 -6.2837 0.274
H 0.0698 4.7187 0.8256 0.332
H 0.4952 4.2687 -1.5086 0.137
C 1.1383 4.6687 1.0649 -0.975
C 1.5753 4.3506 -1.3165 -0.794
N 1.8962 3.9818 0.0409 0.149
H 1.2701 4.1269 2.0043 0.316
C 2.5354 2.8107 0.3393 0.147
O 2.9740 1.9963 -0.4654 -0.579
H 2.1275 3.7055 -2.0035 0.309
H 2.6137 2.6350 1.4357 0.276
H 1.4905 5.6953 1.2100 0.326
H 1.8468 5.3991 -1.5009 0.312
O -1.1879 3.3967 -5.5307 0.046
C -2.1896 3.7901 -6.4728 0.317
C -0.6110 4.0315 -8.4810 0.110
C -1.8040 3.5490 -7.9378 0.010
H 0.1300 4.4529 -7.8016 0.885
C -0.4371 4.0442 -9.8675 -1.112
H -3.0983 3.2031 -6.2280 0.225
C -2.7641 2.9451 -8.7627 -0.507
H 0.4907 4.4540 -10.2689 0.391
C -1.4514 3.5562 -10.6927 -0.414
C -2.6139 2.9933 -10.1488 -0.704
H -3.6510 2.4961 -8.2936 0.377
H -1.3339 3.6386 -11.7680 0.364
H -3.4089 2.6127 -10.7961 0.370
Si 0.1377 2.3363 -5.4784 -0.042
Cl -0.3689 1.9770 0.1949 -0.703
C 1.6915 3.1515 -6.0694 -1.109
C -0.2800 0.8011 -6.5186 -0.817
C 0.3185 2.0104 -3.6650 0.379
H 1.6869 3.4210 -7.1296 0.451
H 2.5287 2.4564 -5.9078 0.411
H 1.8727 4.0578 -5.4759 0.302
H 0.2329 2.9419 -3.0729 -0.668
H 1.2946 1.5326 -3.4449 0.399
H -0.4837 1.2749 -3.4235 -0.432
H -0.4618 1.0877 -7.5683 0.396
H -1.1844 0.3065 -6.1218 0.272
H 0.5704 0.0997 -6.4961 0.242
Br 3.4916 -0.7529 4.0396 -0.229
C 2.4571 -1.4310 2.6010 -0.223
C 2.5688 -2.7810 2.2126 -0.086
C 1.7983 -3.2516 1.1442 -0.629
C 0.9513 -2.3269 0.4844 -0.212
N 0.8840 -1.0774 0.8572 -0.185
C 1.5852 -0.5895 1.8653 0.086
H 3.2567 -3.4388 2.7517 0.383
H 1.8243 -4.2824 0.8035 0.353
H 0.3163 -2.6130 -0.3599 0.348
H 1.4618 0.4621 2.1034 0.366
```